C34H67Br15N3O4 | ωB97M-V/def2-TZVPD

For the relative energy (zero: lowest compared OMol25 entry of this formula, charge and spin), the calculation gives 0.0 kcal per mole. The strongest force on any atom is 2.0 eV/Å. As for the charge: +1. The value obtained for the total energy is -40410.91998 Eh.

Positions of all 123 atoms, in Å:
C1 1.8127 -4.1185 -1.1887
C2 1.7544 -3.5122 -2.5915
C3 2.1726 -2.0398 -2.5566
O1 1.3594 -1.2815 -3.4352
C4 1.6355 0.0933 -3.4597
C5 0.8325 0.9249 -2.4070
C6 1.4356 1.0303 -0.9522
C7 2.9608 0.8521 -0.8637
C8 3.6386 1.7301 0.2178
C9 3.7770 1.0372 1.5739
O2 5.1383 0.7555 1.8342
N1 0.6308 0.1241 -0.1433
C10 0.3552 0.4431 1.2933
C11 -1.0687 0.9946 1.5366
C12 -2.1699 0.0706 2.0696
Br1 -1.8060 -0.9561 3.6617
C13 -0.3356 -0.3977 -0.9152
N2 -1.1411 -1.3730 -0.5259
N3 -0.3677 0.1208 -2.1364
C14 -1.6149 0.3465 -2.8713
C15 -2.6326 1.2359 -2.1448
C16 -3.7392 0.4771 -1.3792
C17 -5.1607 0.9259 -1.7342
C18 -6.1919 -0.1311 -1.3377
O3 -6.9105 0.3317 -0.1918
C19 -7.9879 -0.4459 0.1764
C20 -9.1517 -0.4622 -0.7757
O4 -7.9766 -1.0235 1.2332
H1 1.6633 -5.1972 -1.2423
H2 2.7757 -3.9544 -0.7022
H3 1.0316 -3.7169 -0.5388
H4 0.7299 -3.5798 -2.9557
H5 2.4522 -4.0556 -3.2255
H6 3.2309 -1.9546 -2.8291
H7 2.0822 -1.6925 -1.5210
H8 1.3079 0.4374 -4.4434
H9 2.7077 0.2842 -3.4045
H10 0.5626 1.8996 -2.8053
H11 1.3089 2.0865 -0.6830
H12 3.4135 1.1434 -1.8082
H13 3.2245 -0.1764 -0.6179
H14 3.1247 2.6888 0.3002
H15 4.6558 1.8923 -0.1407
H16 3.2027 0.0990 1.5648
H17 3.3206 1.6582 2.3515
H18 5.1372 0.1783 2.6081
H19 1.0707 1.2164 1.5446
H20 0.6187 -0.4289 1.8914
H21 -0.9524 1.7784 2.2857
H22 -1.4747 1.4837 0.6477
H23 -3.0076 0.7129 2.3340
H24 -2.5550 -0.6060 1.3156
H25 -1.0184 -1.7707 0.3908
H26 -1.8589 -1.7510 -1.1183
H27 -2.0585 -0.6132 -3.1535
H28 -1.3402 0.8178 -3.8131
H29 -3.1439 1.8092 -2.9210
H30 -2.1130 1.9563 -1.5103
H31 -3.6750 -0.5785 -1.6645
H32 -3.5991 0.5341 -0.2977
H33 -5.4194 1.8634 -1.2425
H34 -5.2290 1.0798 -2.8127
H35 -5.7173 -1.0839 -1.0805
H36 -6.8673 -0.3291 -2.1733
H37 -8.8887 -1.0456 -1.6580
H38 -10.0209 -0.8803 -0.2820
H39 -9.3394 0.5623 -1.1002
Br2 7.7791 -1.3052 1.6979
C21 8.2262 -0.9727 3.5568
C22 7.5519 -1.9629 4.4657
Br3 5.6590 -1.5478 4.6910
H40 7.9459 0.0533 3.7736
H41 9.3078 -1.0725 3.6177
H42 7.9743 -1.9184 5.4668
H43 7.6082 -2.9801 4.0930
Br4 -10.6934 -4.0455 -0.0861
C23 -10.2773 -3.4615 1.7260
C24 -11.2312 -4.0497 2.7301
Br5 -12.9593 -3.1609 2.6874
H44 -10.2896 -2.3774 1.7186
H45 -9.2633 -3.8054 1.9135
H46 -10.8531 -3.9016 3.7390
H47 -11.4168 -5.1055 2.5623
Br6 10.3196 -3.6140 0.2253
C25 10.2158 -2.4305 -1.3104
C26 11.5749 -1.9344 -1.7235
Br7 12.2318 -0.5497 -0.5251
H48 9.5409 -1.6235 -1.0400
H49 9.7732 -3.0268 -2.1053
H50 11.5275 -1.4658 -2.7033
H51 12.3234 -2.7191 -1.7374
Br8 -9.1573 2.7755 -2.4926
C27 -10.6310 2.9945 -3.7463
C28 -11.9586 2.7672 -3.0755
Br9 -12.2883 0.8764 -2.7683
H52 -10.4519 2.3045 -4.5640
H53 -10.5545 4.0166 -4.1098
H54 -12.7688 3.1063 -3.7168
H55 -12.0278 3.2593 -2.1110
Br10 1.1971 4.5614 5.0660
C29 0.8771 2.9643 6.1324
C30 1.7629 1.8328 5.6874
Br11 1.0472 1.1146 4.0244
H56 -0.1737 2.7143 6.0300
H57 1.0812 3.2561 7.1600
H58 1.7448 1.0139 6.4032
H59 2.7904 2.1319 5.5076
Br12 -4.4042 2.9968 2.3052
C31 -4.7170 2.9765 4.2312
C32 -4.2500 4.2507 4.8842
Br13 -2.3124 4.3057 5.0456
H60 -4.2120 2.0984 4.6210
H61 -5.7919 2.8585 4.3455
H62 -4.6315 4.3156 5.9006
H63 -4.5419 5.1367 4.3302
Br14 16.2445 0.3331 -4.3033
C33 14.6302 0.4489 -5.3765
C34 13.4755 -0.2628 -4.7238
Br15 13.6267 -2.1962 -4.9005
H64 14.8706 0.0424 -6.3533
H65 14.4155 1.5114 -5.4657
H66 12.5412 0.0005 -5.2153
H67 13.4021 -0.0480 -3.6612


C34H67N5O7 | ωB97M-V/def2-TZVPD

The strongest force on any atom is 3.2 eV/Å. As for the charge: 0. The value obtained for the total energy is -2135.91535 Eh. Its SMILES is c1cc[nH]c1.c1cc[nH]c1.c1cc[nH]c1.c1cc[nH]c1.c1cc[nH]c1.CCO.CCO.CCO.CCO.CCO.CCO.CCO.

Positions of all 113 atoms, in Å:
C1 7.0674 -1.9338 2.4538
C2 7.5216 -1.8530 3.7759
C3 7.5866 -0.5116 4.1504
N1 7.3683 0.2218 3.0322
C4 7.0114 -0.5879 2.0238
H1 6.9258 -2.8660 1.9272
H2 7.7907 -2.6854 4.4092
H3 7.8823 -0.0225 5.0668
H4 7.5690 1.2115 3.0498
H5 6.8544 -0.1668 1.0418
C5 2.5771 -1.7388 5.9609
C6 1.3006 -1.1239 6.1613
C7 0.7109 -1.9043 7.1578
N2 1.5641 -2.8159 7.6946
C8 2.7263 -2.7340 6.9471
H6 3.3502 -1.3872 5.2938
H7 0.7564 -0.3941 5.5802
H8 -0.2694 -1.8996 7.6111
H9 1.4312 -3.3546 8.5386
H10 3.5703 -3.3343 7.2533
C9 1.2397 0.0541 0.5109
C10 0.7635 0.6824 -0.6504
C11 -0.2990 -0.1020 -1.0090
N3 -0.5018 -1.1010 -0.1038
C12 0.4095 -0.9647 0.8820
H11 2.1235 0.4438 0.9940
H12 1.1407 1.5677 -1.1408
H13 -0.9129 -0.0558 -1.8964
H14 -1.1019 -1.8904 -0.2959
H15 0.4711 -1.6535 1.7116
C13 0.9495 0.0967 -6.3817
C14 0.2840 -0.0381 -7.6090
C15 0.4545 1.0626 -8.4081
N4 1.1802 1.9000 -7.6417
C16 1.5236 1.3556 -6.4197
H16 0.9865 -0.5350 -5.5066
H17 -0.3441 -0.8703 -7.8907
H18 0.1356 1.2399 -9.4246
H19 1.4474 2.8323 -7.9236
H20 2.1136 1.9393 -5.7285
C17 7.6524 4.8749 -2.9901
C18 6.3745 4.2827 -2.8067
C19 6.5919 2.8770 -2.7563
N5 7.9210 2.7174 -3.0340
C20 8.5311 3.9052 -3.1584
H21 7.8681 5.9285 -2.8912
H22 5.4585 4.8370 -2.6651
H23 5.9011 2.0747 -2.5430
H24 8.3414 1.7996 -3.0012
H25 9.6105 3.9112 -3.1941
C21 -0.3048 -6.9698 5.1054
C22 -0.4843 -8.4305 4.7159
O1 -1.3465 -8.9189 5.7420
H26 0.3309 -6.4106 4.4190
H27 0.1985 -6.9508 6.0720
H28 -1.2716 -6.4689 5.0541
H29 0.4486 -8.9913 4.7744
H30 -1.1031 -8.7025 3.8609
H31 -1.7426 -9.7491 5.4672
C23 -7.0721 1.6490 -1.6184
C24 -6.6896 0.2179 -2.0424
O2 -6.5982 0.1744 -3.4611
H32 -7.0266 1.7481 -0.5339
H33 -8.0857 1.7796 -1.9976
H34 -6.4299 2.4452 -1.9948
H35 -7.4616 -0.4628 -1.6837
H36 -5.7486 0.0029 -1.5359
H37 -5.8216 0.6571 -3.7535
C25 -3.2913 -4.1812 -4.6435
C26 -4.6173 -4.6590 -5.1978
O3 -5.6471 -4.2287 -4.4264
H38 -2.5286 -4.5681 -5.3193
H39 -3.0988 -4.6874 -3.6976
H40 -3.3528 -3.0967 -4.5534
H41 -4.6799 -5.7442 -5.1168
H42 -4.7153 -4.3102 -6.2258
H43 -5.7905 -3.3275 -4.7243
C27 -2.7532 4.9930 -6.2725
C28 -2.8115 4.0098 -5.1331
O4 -3.2685 2.6622 -5.5384
H44 -2.0511 5.7773 -5.9894
H45 -3.6842 5.3656 -6.6998
H46 -2.3577 4.3724 -7.0766
H47 -3.5130 4.3445 -4.3688
H48 -1.8415 3.9651 -4.6379
H49 -2.4349 2.2742 -5.8141
C29 -4.7964 -2.3733 2.7124
C30 -5.3873 -3.3494 1.7749
O5 -4.4817 -3.5960 0.7445
H50 -3.9609 -2.8047 3.2637
H51 -5.5664 -2.1032 3.4351
H52 -4.3897 -1.4921 2.2163
H53 -6.2938 -2.9644 1.3079
H54 -5.5829 -4.2413 2.3701
H55 -4.9009 -3.8717 -0.0739
C31 -3.4839 4.7909 2.1171
C32 -2.6992 3.5605 1.5309
O6 -1.7211 3.0842 2.3943
H56 -2.7420 5.5261 2.4286
H57 -4.1853 4.5395 2.9126
H58 -3.9979 5.2822 1.2909
H59 -2.2855 3.6703 0.5285
H60 -3.3237 2.6793 1.3836
H61 -1.2501 2.4031 1.9085
C33 2.2434 5.3338 3.6156
C34 2.8985 4.1974 4.4378
O7 2.4780 4.4797 5.7761
H62 2.8395 6.2408 3.7165
H63 1.2101 5.4766 3.9320
H64 2.2607 5.0311 2.5686
H65 3.9866 4.2184 4.3765
H66 2.5881 3.2220 4.0632
H67 1.5811 4.1885 5.9560


C34H68BrFINO16S | ωB97M-V/def2-TZVPD

The strongest force on any atom is 1.8 eV/Å. As for the charge: 0. The value obtained for the total energy is -5964.66466 Eh. Its SMILES is CC[C@H](I)N(C[C@H](C)Br)S(=O)(=O)F.CCOC(C)=O.CCOC(C)=O.CCOC(C)=O.CCOC(C)=O.CCOC(C)=O.CCOC(C)=O.CCOC(C)=O.

Positions of all 123 atoms, in Å:
C1 -0.8258 -6.9330 -2.3119
C2 -0.7062 -5.5082 -2.8595
C3 -2.0273 -4.7507 -2.9354
I1 -1.7912 -3.0592 -4.2667
N1 -2.6693 -4.3786 -1.6572
C4 -1.7769 -4.1032 -0.5170
C5 -0.8526 -2.9081 -0.7024
C6 -0.0456 -2.7258 0.5924
Br1 -2.0149 -1.3257 -0.9084
S1 -3.9058 -5.3586 -1.1968
O1 -3.4903 -6.6740 -0.8507
O2 -4.7196 -4.6569 -0.2645
F1 -4.6695 -5.4089 -2.5455
H1 0.0329 -7.5219 -2.6312
H2 -0.8582 -6.9541 -1.2249
H3 -1.7215 -7.4342 -2.6743
H4 0.0792 -4.9651 -2.3376
H5 -0.3630 -5.6044 -3.8901
H6 -2.7237 -5.3871 -3.4688
H7 -1.2271 -4.9907 -0.1943
H8 -2.4144 -3.8275 0.3240
H9 -0.2115 -2.9859 -1.5726
H10 0.9239 -2.2860 0.3711
H11 -0.5697 -2.0192 1.2224
H12 0.0253 -3.6434 1.1686
C7 2.3661 -0.7073 5.9793
C8 1.9454 -0.4727 4.5427
O3 1.2714 -1.6059 3.9906
C9 -0.0556 -1.8091 4.1376
C10 -0.8194 -0.9875 5.1434
O4 -0.5665 -2.6946 3.5060
H13 1.5044 -0.8588 6.6303
H14 2.9346 0.1452 6.3538
H15 2.9901 -1.5988 6.0471
H16 1.3389 0.4275 4.4353
H17 2.8247 -0.3360 3.9143
H18 -0.8061 -1.5006 6.1014
H19 -1.8493 -0.9043 4.8067
H20 -0.4391 0.0210 5.2775
C11 -2.5260 1.1714 -8.0644
C12 -2.0192 0.5386 -6.7845
O5 -1.1544 -0.5720 -7.0455
C13 0.1732 -0.4364 -7.2599
C14 0.7243 0.9377 -7.5400
O6 0.8516 -1.4255 -7.2835
H21 -1.7107 1.5901 -8.6545
H22 -3.2335 1.9702 -7.8386
H23 -3.0270 0.4265 -8.6845
H24 -1.5334 1.2635 -6.1297
H25 -2.8549 0.1187 -6.2244
H26 0.7132 1.1090 -8.6168
H27 1.7509 0.9733 -7.1872
H28 0.1879 1.7331 -7.0355
C15 -2.5887 5.4736 -6.1153
C16 -2.0727 4.8830 -4.8200
O7 -1.1363 3.8272 -5.0499
C17 0.1847 4.0423 -5.2359
C18 0.6873 5.4392 -5.4921
O8 0.9111 3.0846 -5.2566
H29 -1.7878 5.9354 -6.6925
H30 -3.3475 6.2298 -5.9133
H31 -3.0301 4.6926 -6.7350
H32 -1.6454 5.6416 -4.1635
H33 -2.8913 4.4186 -4.2721
H34 0.6845 5.6276 -6.5655
H35 1.7065 5.5078 -5.1229
H36 0.1106 6.2119 -4.9881
C19 0.6921 -2.7072 10.3135
C20 0.9135 -1.2994 9.8025
O9 0.0235 -0.9786 8.7216
C21 -1.2206 -0.4985 8.8997
C22 -1.8500 -0.5532 10.2711
O10 -1.8201 -0.1008 7.9380
H37 -0.3085 -2.8366 10.7285
H38 1.4202 -2.9456 11.0887
H39 0.8008 -3.4226 9.4985
H40 0.8377 -0.5547 10.5967
H41 1.9121 -1.2104 9.3886
H42 -2.3870 -1.4954 10.3719
H43 -2.5610 0.2653 10.3487
H44 -1.1404 -0.4541 11.0890
C23 5.0739 7.1578 -0.3409
C24 3.6581 7.3621 -0.8375
O11 3.5953 7.4210 -2.2652
C25 3.4879 6.3273 -3.0400
C26 3.7199 4.9603 -2.4413
O12 3.2748 6.4706 -4.2139
H45 5.4829 6.2038 -0.6736
H46 5.1017 7.1826 0.7486
H47 5.7235 7.9437 -0.7256
H48 2.9729 6.6063 -0.4514
H49 3.2830 8.3269 -0.5003
H50 4.7755 4.7108 -2.5400
H51 3.1362 4.2382 -3.0086
H52 3.4251 4.8756 -1.3981
C27 -2.7813 -3.1415 -8.3367
C28 -4.2081 -2.8482 -8.7459
O13 -4.3759 -2.8449 -10.1683
C29 -4.6241 -3.9598 -10.8810
C30 -4.4422 -5.3101 -10.2262
O14 -4.9209 -3.8534 -12.0383
H53 -2.4703 -4.1402 -8.6462
H54 -2.6754 -3.0664 -7.2541
H55 -2.0989 -2.4309 -8.7989
H56 -4.9208 -3.5279 -8.2759
H57 -4.4835 -1.8419 -8.4314
H58 -3.4182 -5.6428 -10.3899
H59 -5.1203 -6.0107 -10.7065
H60 -4.6574 -5.3204 -9.1605
C31 4.2978 2.8909 13.0140
C32 5.1996 2.4777 11.8699
O15 4.8830 1.1692 11.3843
C33 3.9441 0.9381 10.4519
C34 2.9729 2.0373 10.0856
O16 3.8572 -0.1629 9.9798
H61 3.2557 2.9594 12.7008
H62 4.6026 3.8609 13.4067
H63 4.3500 2.1562 13.8171
H64 5.1925 3.2037 11.0560
H65 6.2287 2.4062 12.2167
H66 2.0996 1.9645 10.7332
H67 2.6592 1.8821 9.0561
H68 3.3881 3.0395 10.1554


C34H68O16 | ωB97M-V/def2-TZVPD

For the relative energy (zero: lowest compared OMol25 entry of this formula, charge and spin), the calculation gives 584.1 kcal per mole. The strongest force on any atom is 15.7 eV/Å. As for the charge: 0. The value obtained for the total energy is -2539.30532 Eh.

Positions of all 118 atoms, in Å:
O1 49.4910 60.3290 43.5250
C1 48.4500 60.1740 44.1410
O2 48.0540 59.1240 44.6000
C2 48.7830 57.8600 44.3950
C3 47.9120 56.6160 44.8630
C4 47.4840 61.3880 44.2940
H1 49.7830 58.1400 45.0740
H2 49.2280 57.6400 43.5230
H3 47.6050 56.7950 45.8870
H4 48.4410 55.7000 44.6290
H5 46.8910 56.5860 44.3100
H6 46.4390 61.0460 44.0220
H7 47.9170 62.1350 43.6710
H8 47.1440 61.8450 45.2320
O3 47.1620 59.7720 35.6320
C5 47.5590 60.4790 34.7130
O4 48.5470 61.3080 34.8990
C6 49.2900 61.4650 36.1280
C7 50.5510 62.3060 35.8360
C8 46.7630 60.4160 33.3690
H9 49.3490 60.6730 36.6810
H10 48.8090 62.2010 36.7670
H11 50.7650 62.5390 36.9510
H12 50.5190 63.3800 35.4600
H13 51.5070 61.6020 35.5460
H14 47.6600 60.3450 32.7530
H15 46.3270 61.4030 32.9500
H16 46.1930 59.5920 33.0890
O5 46.4450 61.8850 40.9070
C9 46.8780 61.9350 39.8100
O6 48.2440 61.9420 39.4430
C10 49.2910 62.1590 40.3670
C11 50.5870 62.5600 39.8200
C12 45.9890 61.8430 38.5710
H17 49.3490 61.4690 41.2280
H18 48.8090 63.0750 40.8580
H19 50.5660 63.4480 39.0830
H20 50.9050 61.8020 39.1980
H21 51.2090 62.6310 40.7750
H22 46.1340 61.1560 37.8470
H23 46.0340 62.9560 38.1940
H24 45.0080 61.4020 38.8950
O7 42.7790 63.0820 38.2140
C13 42.8310 63.4160 39.4020
O8 43.0060 64.5540 39.7910
C14 43.2110 65.8110 38.9880
C15 42.6710 66.9540 39.5850
C16 42.6820 62.4860 40.5450
H25 42.6740 65.4670 37.9440
H26 44.2290 65.8670 38.6490
H27 43.2200 67.2540 40.3130
H28 41.5820 67.0180 39.9990
H29 42.6560 67.7990 38.8770
H30 41.8260 62.6780 41.2170
H31 43.6620 62.3440 41.2120
H32 42.4570 61.5790 39.9870
O9 43.9140 55.1850 43.9650
C17 43.1020 55.9020 43.3330
O10 43.3790 56.9610 42.6570
C18 44.5950 57.6620 42.9270
C19 44.8290 58.8110 41.9560
C20 41.5630 55.5490 43.4400
H33 45.2150 56.9040 42.7370
H34 44.6060 57.9810 43.9210
H35 44.0670 59.7750 41.7150
H36 44.9460 58.2730 40.9680
H37 45.9680 59.3280 42.1950
H38 41.5910 54.7650 43.0780
H39 41.0080 56.3000 42.9170
H40 41.1610 55.4710 44.4940
O11 49.0490 64.7330 40.4770
C21 47.9590 64.2100 40.1440
O12 47.5740 63.7800 38.9330
C22 48.4460 63.9670 37.8310
C23 47.6130 63.6780 36.6100
C24 46.9880 63.7900 41.1630
H41 49.2170 63.3500 37.9610
H42 48.9630 65.0060 37.7680
H43 48.2270 63.9600 35.7000
H44 46.7570 64.3870 36.4580
H45 47.2150 62.6900 36.7310
H46 46.1500 63.7870 40.6410
H47 47.2090 64.4470 42.1040
H48 47.1600 62.7200 41.6080
O13 51.0860 64.8060 36.3320
C25 52.0650 65.4980 36.6060
O14 52.9920 65.3130 37.5130
C26 52.6110 64.5900 38.6720
C27 53.6180 64.6700 39.7790
C28 52.4590 66.6990 35.6900
H49 52.3250 63.5550 38.4880
H50 51.4760 64.8050 39.1460
H51 53.5350 65.6130 40.2710
H52 54.5640 64.4890 39.3620
H53 53.5550 64.0020 40.5350
H54 51.6340 66.8780 35.0490
H55 53.3110 66.3730 35.0860
H56 52.8370 67.2810 36.3760
C29 48.9360 58.6030 40.0620
C30 48.2350 57.4470 39.4160
O15 48.2800 56.3240 40.1250
C31 47.6680 57.6830 38.1220
H57 49.5020 59.1140 39.3580
H58 49.6440 58.2700 40.8250
H59 48.2260 59.1540 40.7680
H60 47.0520 56.8440 37.8440
H61 48.2370 57.8640 37.5030
H62 46.9210 58.4940 38.0130
C32 43.8150 59.7080 36.1860
C33 42.7340 59.3310 37.1170
O16 42.8630 58.3730 38.0540
C34 41.4080 59.9830 36.6840
H63 44.8990 59.5850 36.6320
H64 43.8620 60.7350 35.6170
H65 43.8840 58.9810 35.3230
H66 41.4930 61.0350 36.4540
H67 40.7230 59.7130 37.4040
H68 40.9340 59.5500 35.9830


| no. | HOMO-LUMO gap (eV) | highest occupied orbital energy (eV) |
| --- | --- | --- |
| 1 | 9.204 | -11.13 |
| 2 | 8.169 | -8.00 |
| 3 | 9.227 | -9.00 |
| 4 | 9.043 | -8.56 |